Below is one molecule with the formula C4H7N3, with properties calculated with ωB97M-V/def2-TZVPD.

CARTESIAN COORDINATES (ANGSTROEM)
N1 2.48394 -0.45315 0.27436
C1 1.14154 -0.06302 0.15703
C2 0.68833 1.16625 -0.20831
N2 -0.70935 1.12449 -0.21269
C3 -1.11287 -0.14623 0.14273
N3 -2.51475 -0.26331 0.04582
C4 -0.01022 -0.91422 0.41389
H1 3.08224 0.07296 -0.35131
H2 2.61718 -1.44474 0.13387
H3 1.18183 2.05795 -0.56984
H4 -1.21155 1.84379 0.29147
H5 -2.77349 0.17932 -0.83180
H6 -2.90391 -1.19443 0.02990
H7 0.04108 -1.96565 0.68487

Force components x, y, z for each atom (eV/Å):
N 0.00 -0.13 -0.11
C -0.22 0.24 0.00
C 0.18 -0.01 0.18
N -0.06 0.01 0.07
C 0.04 0.20 -0.20
N 0.00 -0.33 -0.09
C -0.10 -0.02 -0.19
H -0.02 -0.15 0.16
H 0.04 0.08 -0.05
H 0.15 -0.19 0.25
H -0.04 0.21 -0.40
H -0.14 -0.04 0.26
H 0.31 -0.14 0.29
H -0.15 0.27 -0.16

Computed properties:
HOMO: -0.263 hartree
Relative energy (zero: lowest compared OMol25 entry of this formula, charge and spin): 37.09 kJ/mol
Max |F|: 0.458 eV Å⁻¹
Spin multiplicity: 1
Structure (SMILES): Nc1c[nH]c(N)c1
Total energy: -320.8692 Eh
Lowest unoccupied orbital energy: 1.10 eV



Below is one molecule with the formula C4H7N3 at a distorted geometry, with properties calculated with ωB97M-V/def2-TZVPD.

CARTESIAN COORDINATES (ANGSTROEM)
N1 -1.42825 2.14078 0.12847
C1 -0.74536 0.90237 -0.00881
C2 -1.31181 -0.25244 -0.52530
N2 -0.39402 -1.28390 -0.41621
C3 0.75394 -0.78014 0.12011
N3 1.89974 -1.49090 0.45407
C4 0.60498 0.53274 0.39998
H1 -2.12982 2.30668 -0.58982
H2 -0.77079 2.90536 0.11524
H3 -2.29771 -0.46027 -0.93949
H4 -0.42808 -2.16260 -0.90063
H5 2.70403 -1.45291 -0.13840
H6 2.02774 -1.72301 1.41921
H7 1.51540 0.81825 0.88158

Force components x, y, z for each atom (eV/Å):
N 0.39 -0.10 -0.02
C 0.15 -0.46 -0.13
C 0.10 0.14 0.02
N 0.36 -0.04 -0.05
C -0.12 -0.12 -0.06
N -0.29 -1.28 -0.37
C -1.17 -0.16 -0.37
H 0.28 -0.24 0.20
H -0.03 0.13 0.04
H 0.36 0.31 0.17
H -0.19 -0.06 0.10
H 0.14 0.06 0.06
H 0.24 -0.01 0.02
H -0.23 1.83 0.38

Computed properties:
HOMO: -0.272 hartree
Relative energy (zero: lowest compared OMol25 entry of this formula, charge and spin): 65.25 kJ/mol
Max |F|: 1.885 eV Å⁻¹
Spin multiplicity: 1
Structure (SMILES): Nc1c[nH]c(N)c1
Total energy: -320.8584 Eh
Lowest unoccupied orbital energy: 1.07 eV



Below is one molecule with the formula C4H7N3 at a distorted geometry, with properties calculated with ωB97M-V/def2-TZVPD.

CARTESIAN COORDINATES (ANGSTROEM)
N1 2.46007 -0.53517 0.09661
C1 1.12644 -0.06593 0.09560
C2 0.70200 1.21082 -0.09609
N2 -0.68688 1.13887 -0.16502
C3 -1.11795 -0.11584 0.06358
N3 -2.50447 -0.34933 -0.07094
C4 0.00515 -0.95456 0.34491
H1 2.80450 -0.35653 -0.84189
H2 2.45038 -1.55036 0.19402
H3 1.22771 2.14974 -0.05733
H4 -1.30417 1.92810 -0.27465
H5 -2.79331 -0.38488 -1.05052
H6 -2.76874 -1.23474 0.34469
H7 0.39928 -0.88019 1.41704

Force components x, y, z for each atom (eV/Å):
N -0.03 0.04 -0.09
C 0.24 0.62 -0.62
C 0.25 0.07 -0.26
N -0.26 -0.12 -0.04
C 0.10 0.54 0.39
N 0.22 -0.22 0.15
C 0.25 0.55 0.57
H 0.34 0.03 0.25
H -0.08 0.27 0.06
H -0.04 0.01 -0.37
H 0.01 -0.11 -0.24
H 0.21 0.14 0.37
H 0.15 0.04 0.00
H -1.36 -1.83 -0.16

Computed properties:
HOMO: -0.277 hartree
Relative energy (zero: lowest compared OMol25 entry of this formula, charge and spin): 236.30 kJ/mol
Max |F|: 2.289 eV Å⁻¹
Spin multiplicity: 1
Structure (SMILES): Nc1c[nH]c(N)c1
Total energy: -320.7933 Eh
Lowest unoccupied orbital energy: 0.96 eV